(i)
A 2-piece molecular cluster, C2H2NO2 overall. Source: the Open Molecules 2025 dataset; level of theory: ωB97M-V/def2-TZVPD.

Output
HOMO = -4.3 eV
Frontier orbital gap = 8.91 eV

Geometry as ORCA input:
```
! RIJCOSX wB97M-V def2-TZVPD def2/J DEFGRID3
* xyz -1 1
C -0.850 1.761 -0.759
C 0.094 -0.978 0.254
N -1.851 2.281 -0.953
O 1.159 -0.359 0.268
O -0.985 -0.708 -0.276
H 0.081 1.284 -0.568
H 0.094 -1.983 0.855
*
```

(ii)
A 2-piece molecular cluster, C2H2NO2 overall. Source: the Open Molecules 2025 dataset; level of theory: ωB97M-V/def2-TZVPD.

Output
HOMO = -2.5 eV
Frontier orbital gap = 7.14 eV

Geometry as ORCA input:
```
! RIJCOSX wB97M-V def2-TZVPD def2/J DEFGRID3
* xyz -1 1
C -0.242 0.104 1.003
C 0.922 0.773 -1.111
N -0.352 -0.487 -0.162
O 1.351 0.349 -2.123
O -1.184 -1.446 -0.389
H 0.324 1.086 0.984
H -0.820 -0.379 1.798
*
```

Which is less stable than every other structure shown? (ii) is.